# 1
This record from OMol25 describes a cluster of 5 separate species, C37H50BF21N2O13P in total at a distorted geometry. The level of theory is the ωB97M-V functional and the def2-TZVPD basis.

The lowest unoccupied orbital energy is 2.0 eV. The calculation puts the highest occupied orbital energy at -4.39 eV. The net charge is -1. For the largest force on an atom, the calculation gives 0.0702 Eh/bohr. The value obtained for the frontier orbital gap is 6.39 eV.

Element x y z (Å)
P  0.624  -0.712  1.202
F  5.699  -10.555  3.251
F  -1.042  0.491  7.881
F  -3.529  10.371  -2.532
F  2.343  -0.707  -5.884
F  -3.554  -1.177  -0.433
F  -1.018  0.339  -3.303
F  -1.708  -1.322  -1.473
F  -1.621  10.048  -3.494
F  5.354  -8.686  4.291
F  -3.450  9.959  -4.651
F  -1.176  -0.452  9.823
F  3.356  -2.481  -6.577
F  -0.593  1.629  9.661
F  -4.305  -0.073  -2.336
F  -2.014  2.927  -3.593
F  -3.449  1.727  -1.599
F  1.860  -2.645  -5.035
F  4.140  -10.413  4.744
F  -3.856  2.075  -4.429
F  -1.949  1.697  -5.345
F  -2.839  -0.421  -4.175
O  -3.387  7.713  -2.124
O  2.631  -9.779  2.607
O  -3.313  -1.926  2.144
O  1.589  0.150  10.153
O  1.206  -2.399  -1.177
O  -1.056  -0.941  0.840
O  -0.088  -1.915  -6.703
O  1.482  -0.447  7.984
O  -2.576  7.465  -4.213
O  4.326  -8.517  1.820
O  1.557  5.152  -1.668
O  0.466  0.958  0.798
O  1.316  -2.502  -8.368
N  2.956  -3.445  1.393
N  -2.821  0.319  1.607
C  0.405  4.309  -1.697
C  3.873  0.781  9.542
C  -1.226  -2.013  -7.579
C  3.517  -8.057  0.713
C  -4.049  1.038  1.306
C  -3.106  0.478  -1.991
C  2.644  4.627  -2.394
C  -0.259  2.653  2.702
C  4.749  -9.753  3.761
C  0.350  -0.356  3.065
C  0.525  3.214  -0.626
C  -3.148  -0.413  3.950
C  -1.870  0.136  0.512
C  2.559  -0.586  -2.853
C  1.094  -2.189  -7.235
C  -2.588  6.028  -4.077
C  -1.621  -3.454  -7.824
C  -2.341  0.540  -3.366
C  -3.002  8.153  -3.166
C  -2.501  -0.419  -0.854
C  2.975  -0.241  10.205
C  0.358  -0.168  4.263
C  -1.155  2.328  1.748
C  -3.984  5.462  -4.211
C  2.182  -2.007  -6.165
C  -0.866  1.384  0.555
C  -2.574  1.866  -4.161
C  3.746  -9.351  2.664
C  -0.726  2.347  -0.658
C  -0.483  0.426  9.081
C  0.662  -2.580  1.712
C  -3.078  -0.797  2.473
C  -2.903  9.660  -3.464
C  2.525  -6.997  1.135
C  0.989  -0.010  8.979
C  2.018  -3.006  2.141
C  2.021  -0.003  -1.526
B  1.319  -1.114  -0.600
H  3.029  -8.910  0.240
H  -0.769  1.860  -1.635
H  2.237  -2.927  3.209
H  0.204  -3.228  0.966
H  3.266  5.439  -2.772
H  2.799  0.540  -0.989
H  -2.819  -1.285  4.509
H  1.435  2.664  -0.856
H  -4.750  0.498  0.662
H  -3.959  4.380  -4.174
H  -4.568  1.222  2.251
H  3.279  4.001  -1.756
H  0.518  0.085  5.286
H  -4.634  5.815  -3.411
H  4.918  0.495  9.656
H  -1.955  5.655  -4.880
H  2.600  -3.475  0.434
H  0.668  3.748  0.312
H  3.328  -1.337  -2.680
H  1.198  0.660  -1.820
H  3.213  -0.320  11.264
H  0.757  2.980  2.521
H  -4.182  -0.195  4.224
H  -1.023  -1.484  -8.509
H  -1.583  3.034  -0.638
H  3.655  0.868  8.478
H  -3.833  2.027  0.901
H  1.748  -1.039  -3.415
H  -2.029  -1.486  -7.068
H  3.723  1.765  9.989
H  -0.833  -3.998  -8.342
H  1.801  -7.391  1.849
H  4.221  -7.642  -0.005
H  1.981  -6.621  0.269
H  -2.121  5.744  -3.137
H  -2.140  2.797  1.784
H  -2.526  -3.498  -8.431
H  -0.421  4.978  -1.439
H  0.020  -2.634  2.594
H  -2.495  0.433  4.149
H  0.272  3.885  -2.697
H  -4.435  5.774  -5.155
H  0.611  -2.377  -1.933
H  -0.595  2.639  3.740
H  -1.804  -3.963  -6.877
H  3.036  -6.162  1.616
H  3.094  -1.231  9.765
H  2.026  -0.448  1.521
H  2.323  4.011  -3.242
H  2.932  0.230  -3.479

=====

# 2
This record from OMol25 describes a structure of composition C37H50BrN4O2P2Ti at a distorted geometry. The level of theory is the ωB97M-V functional and the def2-TZVPD basis.

The lowest unoccupied orbital energy (alpha / beta) is -2.5 / -2.6 eV. The calculation puts the highest occupied orbital energy (alpha / beta) at -8.19 / -8.93 eV. As for the expectation value of S²: 2.013. The net charge is +1. For the largest force on an atom, the calculation gives 0.0974 Eh/bohr. The value obtained for the frontier orbital gap (alpha / beta) is 5.70 / 6.34 eV. Its spin multiplicity is 3.

Element x y z (Å)
Br  12.406  10.869  13.743
Ti  11.166  12.033  10.930
P  9.206  10.297  11.443
P  12.972  8.223  9.609
O  13.096  12.218  11.113
O  11.574  15.145  16.485
N  13.399  14.471  10.857
N  10.481  13.789  9.975
N  11.384  10.935  9.115
N  10.705  13.010  12.965
C  12.549  10.769  8.337
C  14.984  10.641  6.934
C  7.642  10.449  13.808
C  7.702  10.547  9.210
C  7.334  10.950  7.894
C  13.587  6.835  7.176
C  12.909  11.712  7.329
C  9.015  10.612  9.647
C  12.864  14.537  9.495
C  13.451  9.662  8.578
C  11.552  12.607  13.902
C  10.071  14.217  13.188
C  13.745  13.300  11.439
C  8.333  11.179  6.944
C  11.380  14.699  9.422
C  9.693  11.019  7.297
C  9.568  15.994  8.342
C  11.111  14.483  15.391
C  8.918  7.668  10.237
C  10.071  10.891  8.679
C  7.227  12.293  12.088
C  14.537  7.534  10.531
C  11.700  13.231  15.136
C  14.096  11.650  6.649
C  8.683  15.144  9.018
C  12.462  7.052  8.175
C  10.192  14.914  14.368
C  14.785  13.398  12.491
C  15.543  8.642  10.901
C  14.626  9.641  7.859
C  10.930  15.668  8.561
C  11.794  5.793  8.708
C  15.172  6.211  10.224
C  9.175  14.077  9.780
C  9.136  8.377  11.549
C  10.437  7.850  12.244
C  7.599  10.800  12.310
H  8.000  9.450  14.011
H  9.798  7.786  9.577
H  15.565  6.072  9.213
H  14.577  6.711  7.680
H  11.394  8.133  11.724
H  8.493  13.302  10.050
H  8.765  6.589  10.466
H  13.909  15.256  11.257
H  14.015  7.357  11.497
H  10.495  10.981  6.546
H  12.474  12.909  15.809
H  13.671  7.696  6.456
H  6.900  10.122  11.902
H  16.023  6.092  10.916
H  12.400  4.889  8.643
H  15.828  8.581  11.977
H  8.114  11.299  5.885
H  16.478  8.522  10.312
H  6.580  12.366  11.162
H  14.529  5.303  10.427
H  13.321  5.931  6.596
H  8.307  8.240  12.271
H  9.318  16.791  7.629
H  11.529  5.863  9.756
H  9.454  14.615  12.387
H  7.642  15.195  8.888
H  11.652  7.641  7.721
H  13.314  15.356  8.993
H  15.326  8.843  8.017
H  6.641  12.668  12.954
H  8.002  8.074  9.714
H  11.342  16.098  16.573
H  6.303  11.114  7.676
H  8.278  11.143  14.363
H  8.150  12.888  12.045
H  15.573  14.090  12.133
H  15.946  10.424  6.418
H  6.601  10.539  14.231
H  11.668  16.215  7.976
H  10.877  5.595  8.132
H  10.575  8.110  13.328
H  14.308  13.827  13.366
H  9.666  15.886  14.441
H  15.087  9.639  10.634
H  14.400  12.414  5.961
H  12.255  12.598  7.189
H  10.443  6.746  12.310
H  15.218  12.442  12.749
H  13.156  13.565  9.106
H  6.977  10.102  9.884

=====

Q: Among the records above, which one has the lowest net charge?
A: C37H50BF21N2O13P